Entry 1:
The following is a quantum chemistry calculation of a single C12H8O8 molecule in a non-equilibrium geometry, from the Open Molecules 2025 dataset.

Calculated values
- E (eV) = -28953.0749
- ΔE to the lowest compared entry with this formula, charge and spin (kcal per mole) = 1.8
- HOMO energy (eV) = -7.29
- SMILES = OC1=C(O)c2c(O)c(O)c(O)c3c(O)c(O)c(O)c1c23
- Kohn-Sham gap (eV) = 7.4201
- lowest unoccupied orbital energy (eV) = 0.1

```
! RIJCOSX wB97M-V def2-TZVPD def2/J DEFGRID3
* xyz 0 1
O -1.24733 -0.04085 -3.56460
O -1.28969 -2.83724 -2.17642
O 0.34049 3.98213 -0.15231
O 0.93555 -2.59479 2.91434
O -0.54864 2.63143 -2.43827
O -0.19061 -3.66181 0.60757
O 1.00468 2.57451 2.04212
O 1.22741 0.10876 3.21807
C -0.83718 -0.36271 -2.29539
C -0.86032 -1.61014 -1.70332
C 0.19075 2.61674 -0.16883
C 0.58498 -1.79530 1.88202
C -0.25919 1.95275 -1.30965
C -0.00226 -2.31389 0.69603
C 0.50611 1.86861 0.96982
C 0.77177 -0.41021 2.02294
C -0.42943 0.56769 -1.30290
C -0.30323 -1.48350 -0.36347
C 0.41466 0.44317 0.96979
C -0.09478 -0.13707 -0.18017
H -1.43714 -0.88695 -4.03653
H -1.30464 -3.45166 -1.44152
H -0.03273 4.35641 -0.98888
H 1.37898 -2.04208 3.59897
H -0.88084 1.95025 -3.06295
H 0.19793 -4.00416 1.40720
H 0.98328 3.48195 1.69316
H 1.18141 1.09794 3.16318
*
```

Atom-resolved charges from Löwdin, all expressed in e: number 1, O, carries 0.055; number 2, O, carries 0.070; number 3, O, carries 0.061; number 4, O, carries 0.071; number 5, O, carries 0.099; number 6, O, carries 0.101; number 7, O, carries 0.066; number 8, O, carries 0.067; number 9, C, carries -0.183; number 10, C, carries -0.150; number 11, C, carries -0.175; number 12, C, carries -0.178; number 13, C, carries -0.167; number 14, C, carries -0.145; number 15, C, carries -0.129; number 16, C, carries -0.149; number 17, C, carries -0.061; number 18, C, carries -0.040; number 19, C, carries -0.024; number 20, C, carries -0.121; number 21, H, carries 0.138; number 22, H, carries 0.088; number 23, H, carries 0.138; number 24, H, carries 0.131; number 25, H, carries 0.114; number 26, H, carries 0.097; number 27, H, carries 0.115; number 28, H, carries 0.107

Entry 2:
The following is a quantum chemistry calculation of 2 unconnected molecules or ions with the total composition C3H3FO, from the Open Molecules 2025 dataset.

Calculated values
- E (eV) = -7923.2549
- ΔE to the lowest compared entry with this formula, charge and spin (kcal per mole) = 0.9
- HOMO energy (eV) = -10.08
- Kohn-Sham gap (eV) = 11.2781
- lowest unoccupied orbital energy (eV) = 1.2

```
! RIJCOSX wB97M-V def2-TZVPD def2/J DEFGRID3
* xyz 0 1
H 1.02588 0.16238 1.42766
O -1.99935 1.43671 -0.57040
C 0.93863 -0.20470 0.40295
C 0.02410 -1.05264 -0.05246
C -1.23827 2.25306 -0.38320
F 1.93868 0.24542 -0.38138
H 0.01848 -1.38982 -1.09072
H -0.70814 -1.45041 0.64755
*
```

Atom-resolved charges from Löwdin, all expressed in e: number 1, H, carries 0.112; number 2, O, carries 0.009; number 3, C, carries -0.252; number 4, C, carries 0.005; number 5, C, carries 0.001; number 6, F, carries -0.009; number 7, H, carries 0.072; number 8, H, carries 0.062

Entry 3:
The following is a quantum chemistry calculation of 2 unconnected molecules or ions with the total composition C2H7N4 in a non-equilibrium geometry, from the Open Molecules 2025 dataset.

Calculated values
- E (eV) = -8137.9561
- ΔE to the lowest compared entry with this formula, charge and spin (kcal per mole) = 98.9
- HOMO energy (eV) = -14.13
- Kohn-Sham gap (eV) = 10.6486
- lowest unoccupied orbital energy (eV) = -3.5

```
! RIJCOSX wB97M-V def2-TZVPD def2/J DEFGRID3
* xyz 1 1
C 1.30431 -1.03553 -0.35606
C -1.78853 0.88771 -0.28176
N 2.00584 -0.13443 -0.07856
N -1.88066 -0.23845 0.31421
N 0.17699 -1.60878 -0.16468
N 2.82458 0.80256 0.19828
H -2.45888 1.71995 -0.17163
H -0.80505 1.00378 -0.79373
H -2.76890 -0.39852 0.71226
H -0.64529 -0.95534 0.12528
H -0.10928 -2.57580 -0.51251
H 3.49560 0.47510 0.87740
H 2.85100 1.50344 -0.57902
*
```

Atom-resolved charges from Löwdin, all expressed in e: number 1, C, carries -0.097; number 2, C, carries 0.013; number 3, N, carries 0.029; number 4, N, carries 0.047; number 5, N, carries 0.134; number 6, N, carries 0.128; number 7, H, carries 0.090; number 8, H, carries 0.085; number 9, H, carries 0.082; number 10, H, carries 0.004; number 11, H, carries 0.169; number 12, H, carries 0.146; number 13, H, carries 0.171